DFT (ωB97M-V with the def2-TZVPD basis set) results for C10H6Cl4N2PtS2 as an isolated structure at a distorted geometry.

Each line ends with the Mulliken charge.
CARTESIAN COORDINATES (ANGSTROEM)
Pt1 0.037 0.102 -0.106  0.57
S1 2.234 0.522 0.282  -0.38
C1 2.037 1.424 1.788  0.46
C2 2.963 1.357 2.815  -0.80
C3 2.756 2.061 3.998  0.53
C4 3.658 1.870 5.107  -0.14
N1 4.367 1.696 5.995  -0.47
C5 1.634 2.884 4.121  0.53
C6 0.723 2.964 3.071  -0.84
C7 0.911 2.220 1.918  0.45
S2 -0.248 2.265 0.580  -0.41
C8 1.375 3.610 5.341  -0.15
N2 1.145 4.186 6.309  -0.47
H1 3.839 0.729 2.708  0.50
H2 -0.153 3.594 3.167  0.51
Cl1 -2.149 -1.176 -0.198  -0.15
C9 -3.691 -0.314 -0.588  -0.28
Cl2 -3.539 1.420 -0.559  -0.09
H3 -4.406 -0.622 0.162  0.30
H4 -3.984 -0.627 -1.580  0.28
Cl3 3.498 -3.037 -0.057  -0.10
C10 1.993 -3.811 -0.502  -0.33
Cl4 0.602 -2.694 -0.660  -0.08
H5 1.728 -4.526 0.264  0.29
H6 2.117 -4.277 -1.469  0.29

Values from the calculation:
**Spin multiplicity**: 1
**Orbital gap**: 0.24250 hartree
**Relative energy (zero: lowest compared OMol25 entry of this formula, charge and spin)**: 0.409 eV
**HOMO level**: -8.1 eV
**Energy**: -88453.4447 eV